Formula: C10H21Cl2NO4P
Source: the Open Molecules 2025 dataset
Level of theory: ωB97M-V/def2-TZVPD

HOMO level   -0.44421 Ha
HOMO-LUMO gap   0.336 Eh
E_tot   -2010.83587 Eh
Maximum force   0.0929 hartree/bohr

```
! RIJCOSX wB97M-V def2-TZVPD def2/J DEFGRID3
* xyz 1 1
C -1.7479 -2.8071 -1.8393
C -0.6912 -2.5042 -0.8208
Cl -0.2051 -0.8503 -0.6630
C -0.1213 -3.4316 -0.0577
Cl -0.5661 -5.0734 -0.1483
N 0.9370 -3.0947 0.8896
C 1.0539 -3.7868 2.1924
C 2.4721 -3.3523 2.6575
C 3.2570 -3.0885 1.3349
C 2.2639 -3.5272 0.2495
H -2.6873 -3.0848 -1.3683
H -1.8882 -1.9545 -2.4959
H -1.3789 -3.6212 -2.4617
H 1.0984 -2.0913 1.0064
H 0.3004 -3.4867 2.9168
H 0.9707 -4.8643 2.1214
H 2.4187 -2.5171 3.3433
H 2.9324 -4.2455 3.0677
H 3.4690 -2.0400 1.1123
H 4.2025 -3.6156 1.2836
H 2.4009 -3.1981 -0.7721
H 2.2336 -4.6127 0.3311
C -0.5103 6.4274 -1.3600
O -0.5576 5.0502 -1.7800
P -1.9530 4.2961 -1.5786
O -3.0089 5.0301 -2.2682
O -2.0374 4.4745 0.0505
C -0.9184 4.1847 0.8868
O -2.4419 2.7544 -1.5944
C -1.6344 1.7007 -1.0520
H -0.2095 7.0202 -2.2193
H -1.4705 6.7789 -0.9936
H 0.2372 6.5199 -0.5733
H -0.7158 5.0528 1.5132
H -0.0197 3.9539 0.3120
H -1.1603 3.3384 1.5313
H -1.8143 1.6140 0.0211
H -0.5721 1.8702 -1.2389
H -1.9375 0.7815 -1.5362
*
```

Formula: C5H10CuOP
Source: the Open Molecules 2025 dataset
Level of theory: ωB97M-V/def2-TZVPD

Energy above the lowest of the compared OMol25 structures with the same formula, charge and spin   7.2 kcal/mol
HOMO level (alpha / beta)   -0.05535 / -0.10120 Ha
HOMO-LUMO gap (alpha / beta)   0.191 / 0.222 Eh
E_tot   -2253.45865 Eh
Expectation value of S²   0.752
Maximum force   0.0453 hartree/bohr

```
! RIJCOSX wB97M-V def2-TZVPD def2/J DEFGRID3
* xyz -1 2
C 0.1017 -0.1972 -1.9577
C -0.9684 -1.1027 -2.3519
C -0.6278 -2.4013 -1.8781
C 0.5951 -2.2792 -1.1606
C 1.0296 -0.8857 -1.1162
Cu 1.1821 1.3652 0.4777
P -0.4464 2.9049 0.3671
H 0.2045 0.8899 -2.2548
H -1.8670 -0.7941 -2.8673
H -1.2423 -3.2622 -1.9339
H 2.0395 -0.5204 -0.7488
H 1.1472 -3.0958 -0.6306
H -1.5022 2.7245 1.3586
H -1.0405 3.4622 -0.8581
H 0.5314 3.8274 0.9278
O -0.0208 -0.3156 1.8823
H 0.8583 -0.5986 2.1577
H -0.4533 -1.1511 1.6180
*
```

Formula: C3H7N3O
Source: the Open Molecules 2025 dataset
Level of theory: ωB97M-V/def2-TZVPD

SMILES   [H]/N=C(\[O-])[N@H+](C)/C=N/[H]
Energy above the lowest of the compared OMol25 structures with the same formula, charge and spin   48.4 kcal/mol
HOMO level   -0.34312 Ha
HOMO-LUMO gap   0.372 Eh
E_tot   -357.97274 Eh
Maximum force   0.0155 hartree/bohr

```
! RIJCOSX wB97M-V def2-TZVPD def2/J DEFGRID3
* xyz 0 1
C 1.5816 -0.6187 0.0121
N 0.3118 0.0100 0.4129
C 0.0223 1.5101 -0.3039
O 0.9337 2.2956 -0.2075
N -1.1576 1.2730 -0.7434
C -0.9064 -0.7257 0.0792
N -1.6969 -0.9944 1.0229
H 1.5834 -0.7624 -1.0715
H 1.6932 -1.5817 0.5167
H 2.4035 0.0502 0.2767
H 0.2758 0.1463 1.4246
H -1.6599 2.0373 -1.1568
H -0.9143 -1.0780 -0.9492
H -2.4704 -1.5617 0.6871
*
```